Formula: C29H49CrN7O9S2Si
Source: OMol25
Level of theory: ωB97M-V/def2-TZVPD

The value obtained for the energy above the lowest of the compared OMol25 structures with the same formula, charge and spin is 0.000 eV. The gap between HOMO and LUMO (alpha / beta) is 4.451 / 6.247 eV. As for the net charge: -2. Its multiplicity is 5. The calculation puts the HOMO energy (alpha / beta) at -0.53 / -2.33 eV.

```
98
Properties=species:S:1:pos:R:3:mulliken_spin:R:1
Cr 1.43 1.56 0.01 3.3964
O 2.74 0.74 3.64 0.0126
C 2.42 1.21 2.56 0.0065
O 1.82 0.55 1.61 -0.0394
C 2.72 2.70 2.19 0.0118
O 3.22 3.46 2.99 0.0087
O 2.38 3.01 0.97 0.0053
C -1.55 0.08 -5.39 0.0009
C -0.20 -0.55 -5.06 -0.0003
N -0.02 -0.81 -3.63 0.0033
C -0.23 -2.19 -3.18 -0.0028
C -1.69 -2.52 -2.91 0.0023
C 0.25 0.19 -2.77 0.0317
S 0.18 -0.16 -1.10 -0.0663
N 0.45 1.38 -3.39 0.0022
C 0.72 2.51 -2.76 -0.0084
O 0.97 2.73 -1.55 -0.0407
C 0.75 3.74 -3.65 -0.0029
C 0.37 3.67 -4.98 0.0018
C 0.40 4.81 -5.77 -0.0009
C 0.80 6.02 -5.23 0.0015
C 1.18 6.09 -3.90 -0.0007
C 1.15 4.95 -3.10 0.0016
H -1.61 0.31 -6.45 -0.0001
H -1.67 1.01 -4.83 -0.0001
H -2.37 -0.58 -5.12 -0.0001
H 0.61 0.10 -5.40 -0.0001
H -0.10 -1.51 -5.57 -0.0001
H 0.36 -2.34 -2.28 0.0003
H 0.18 -2.84 -3.96 0.0005
H -2.13 -1.81 -2.21 -0.0021
H -1.78 -3.51 -2.44 0.0041
H -2.29 -2.53 -3.82 -0.0046
H 0.07 2.71 -5.39 0.0002
H 0.10 4.75 -6.81 -0.0001
H 0.82 6.91 -5.85 0.0001
H 1.50 7.03 -3.47 -0.0001
H 1.45 4.98 -2.07 0.0002
C 1.39 -7.49 4.20 0.0001
C 0.70 -6.54 3.24 -0.0006
S -0.79 -5.89 3.98 0.0039
O -1.72 -6.99 4.12 -0.0003
O -0.40 -5.15 5.16 -0.0003
C -1.36 -4.76 2.74 0.0133
C -2.34 -3.70 3.27 -0.0179
N -2.33 -2.55 2.39 0.0226
C -1.54 -1.44 2.56 0.0794
N -1.73 -0.57 1.59 -0.0116
C -2.68 -1.12 0.76 0.2134
C -3.05 -2.36 1.22 -0.0591
N -3.87 -3.30 0.64 0.3119
O -4.49 -2.97 -0.43 0.2557
O -3.90 -4.51 1.13 0.2054
C -0.57 -1.25 3.67 -0.0100
H 2.29 -7.90 3.73 0.0000
H 0.74 -8.32 4.46 0.0000
H 1.68 -6.98 5.11 0.0000
H 0.39 -7.03 2.32 0.0005
H 1.33 -5.68 2.99 -0.0002
H -1.84 -5.32 1.95 -0.0063
H -0.47 -4.26 2.35 -0.0003
H -2.05 -3.38 4.27 0.0013
H -3.34 -4.12 3.28 -0.0004
H -3.00 -0.65 -0.16 0.0131
H -0.99 -0.64 4.48 0.0051
H 0.32 -0.73 3.30 0.0034
H -0.25 -2.19 4.11 0.0024
C 3.66 -0.87 -1.64 -0.0159
Si 3.58 0.90 -0.95 -0.2847
C 5.01 1.01 0.29 -0.0033
C 4.11 2.01 -2.42 -0.0181
H 4.69 -1.14 -1.93 -0.0037
H 3.02 -0.97 -2.53 0.0053
H 3.31 -1.58 -0.90 0.0025
H 5.95 0.75 -0.20 -0.0040
H 4.85 0.32 1.12 0.0008
H 5.10 2.02 0.70 0.0000
H 5.10 1.72 -2.79 -0.0057
H 4.15 3.06 -2.12 0.0007
H 3.40 1.92 -3.25 0.0060
C -3.21 2.82 1.69 -0.0151
C -2.04 2.89 2.69 0.0019
C -2.42 2.12 3.95 0.0008
C -1.71 4.33 3.03 -0.0005
N -0.83 2.22 2.19 0.0093
N -0.36 2.65 0.92 -0.0268
H -4.13 3.18 2.16 0.0003
H -3.37 1.79 1.36 0.0096
H -3.03 3.45 0.81 -0.0005
H -3.28 2.58 4.44 -0.0003
H -1.57 2.11 4.64 0.0003
H -2.67 1.08 3.70 -0.0001
H -2.57 4.83 3.48 0.0001
H -1.43 4.90 2.14 0.0002
H -0.87 4.37 3.73 -0.0002
H -1.03 1.22 2.08 -0.0131
H 0.14 3.53 1.01 -0.0013
H -1.10 2.74 0.23 0.0088
```

---

Formula: C15H10N2O2RhS
Source: OMol25
Level of theory: ωB97M-V/def2-TZVPD

The value obtained for the energy above the lowest of the compared OMol25 structures with the same formula, charge and spin is 0.902 eV. The gap between HOMO and LUMO (alpha / beta) is 7.197 / 5.599 eV. As for the net charge: 0. Its multiplicity is 6. The calculation puts the HOMO energy (alpha / beta) at -7.65 / -8.17 eV.

```
31
Properties=species:S:1:pos:R:3:mulliken_spin:R:1
Rh -1.31 -0.89 -1.56 2.1954
O -1.64 0.52 -2.78 0.2513
C -1.33 1.81 -2.63 0.0198
C -1.51 2.68 -3.71 0.0237
C -1.19 4.02 -3.61 -0.0258
C -0.68 4.53 -2.42 0.0497
C -0.50 3.68 -1.34 0.0109
C -0.81 2.33 -1.43 0.0959
C -0.63 1.42 -0.23 -0.0539
N 0.56 0.58 -0.41 0.7211
N 0.89 -0.26 0.50 0.3481
C 0.49 -1.51 0.56 -0.0571
O -0.35 -2.01 -0.29 0.2058
C 1.03 -2.38 1.62 0.0085
C 1.93 -1.90 2.57 -0.0018
C 2.41 -2.74 3.55 0.0096
C 2.00 -4.06 3.61 -0.0112
C 1.10 -4.55 2.67 0.0062
C 0.62 -3.71 1.68 -0.0008
H -1.92 2.27 -4.63 -0.0008
H -1.33 4.67 -4.46 -0.0009
H -0.43 5.58 -2.34 0.0034
H -0.11 4.07 -0.41 0.0011
H -0.53 2.02 0.68 -0.0204
H 2.24 -0.86 2.52 0.0100
H 3.12 -2.36 4.29 0.0002
H 2.38 -4.72 4.38 -0.0006
H 0.78 -5.58 2.71 0.0002
H -0.09 -4.08 0.94 -0.0037
S -3.37 0.94 0.02 0.7558
C -1.81 0.49 -0.04 0.4603
```

---

Formula: C3H7BrN
Source: OMol25
Level of theory: ωB97M-V/def2-TZVPD

The value obtained for the energy above the lowest of the compared OMol25 structures with the same formula, charge and spin is 3.062 eV. The gap between HOMO and LUMO is 9.537 eV. As for the net charge: +1. The calculation puts the HOMO energy at -13.62 eV.

```
12
Properties=species:S:1:pos:R:3:nbo_charge:R:1
C 0.85 1.57 0.30 -0.4754
C 0.78 1.10 -0.88 0.0481
C -0.69 -0.64 -0.57 -0.2478
N -0.27 -1.53 0.58 -0.7037
Br -2.24 0.46 -0.09 0.0796
H 1.36 2.52 0.42 0.2651
H 0.26 1.46 1.19 0.2395
H 1.16 1.11 -1.83 0.2259
H -0.87 -1.10 -1.49 0.2198
H -0.17 -0.91 1.34 0.4401
H -0.87 -2.30 0.75 0.4491
H 0.70 -1.75 0.29 0.4596
```

---

Formula: C2H8N2Si2
Source: OMol25
Level of theory: ωB97M-V/def2-TZVPD

The value obtained for the energy above the lowest of the compared OMol25 structures with the same formula, charge and spin is 1.132 eV. The gap between HOMO and LUMO is 8.069 eV. As for the net charge: 0. The calculation puts the HOMO energy at -7.74 eV.

```
14
Properties=species:S:1:pos:R:3:nbo_charge:R:1
C -1.51 1.60 -1.13 -0.5455
C -0.20 1.35 -0.81 0.0404
N 0.94 -1.55 1.27 -1.5051
N 0.27 0.14 -0.32 -1.1951
Si -0.66 -1.31 0.60 1.4883
Si 1.74 -0.18 0.45 1.5380
H -1.79 2.60 -1.37 0.2144
H -2.14 0.73 -0.85 0.1868
H 0.61 2.08 -0.69 0.1786
H 1.29 -2.21 2.05 0.4306
H -1.11 -2.26 -0.32 -0.1955
H -1.50 -0.55 1.44 -0.1993
H 1.80 0.91 1.33 -0.2386
H 2.86 -0.25 -0.52 -0.1980
```

---

Formula: C3H7NO2
Source: OMol25
Level of theory: ωB97M-V/def2-TZVPD

The value obtained for the energy above the lowest of the compared OMol25 structures with the same formula, charge and spin is 1.356 eV. Its SMILES is NC(=O)CCO. The gap between HOMO and LUMO is 10.928 eV. As for the net charge: 0. The calculation puts the HOMO energy at -10.11 eV.

```
13
Properties=species:S:1:pos:R:3:nbo_charge:R:1
N -0.26 1.43 1.38 -0.8543
C 0.39 0.95 0.23 0.6422
O 0.72 1.78 -0.59 -0.5881
C 0.85 -0.55 -0.09 -0.5072
C -0.20 -1.18 -1.01 -0.0625
O -1.43 -1.07 -0.32 -0.7021
H -1.03 1.01 1.89 0.3981
H -0.31 2.45 1.39 0.4040
H 0.98 -1.20 0.78 0.2204
H 1.81 -0.48 -0.62 0.2434
H -0.23 -0.68 -1.98 0.1720
H 0.02 -2.24 -1.19 0.1845
H -1.31 -0.21 0.13 0.4496
```

---

Formula: C22H24ClN3O6PdS
Source: OMol25
Level of theory: ωB97M-V/def2-TZVPD

The value obtained for the energy above the lowest of the compared OMol25 structures with the same formula, charge and spin is 0.021 eV. The gap between HOMO and LUMO (alpha / beta) is 7.692 / 6.806 eV. As for the net charge: -1. Its multiplicity is 2. The calculation puts the HOMO energy (alpha / beta) at -5.24 / -5.35 eV.

```
58
Properties=species:S:1:pos:R:3:mulliken_spin:R:1
Pd 0.33 -0.71 0.80 0.0109
C -0.80 2.50 0.97 -0.0374
C -1.53 1.44 1.71 0.0030
N -1.20 0.16 1.78 -0.0006
C -2.16 -0.49 2.51 0.0003
C -3.08 0.43 2.91 0.0005
N -2.68 1.63 2.39 0.0007
C -4.32 0.39 3.74 0.0000
O -4.61 -0.76 4.24 0.0000
O -4.95 1.42 3.88 0.0000
C -2.20 -1.98 2.77 -0.0004
O -3.07 -2.34 3.63 0.0000
O -1.31 -2.68 2.29 -0.0002
H 0.24 2.21 0.87 0.0172
H -0.86 3.45 1.49 0.0002
H -1.21 2.61 -0.04 -0.0004
H -3.20 2.48 2.53 0.0001
H -3.82 -1.48 3.96 0.0000
O 1.87 -1.67 -0.16 0.0001
N 2.58 -2.48 0.63 0.0017
C 3.34 -3.40 0.01 0.0002
C 4.16 -4.24 0.71 -0.0004
C 4.20 -4.12 2.11 0.0001
C 3.42 -3.18 2.72 0.0001
C 2.57 -2.33 1.98 0.0008
S 1.55 -1.16 2.70 -0.0002
H 3.22 -3.40 -1.06 -0.0003
H 4.74 -4.98 0.18 0.0000
H 4.83 -4.77 2.70 0.0000
H 3.40 -3.07 3.80 0.0000
Cl 4.47 3.98 -1.73 0.0130
C 2.81 3.83 -2.25 0.1752
C 2.33 4.73 -3.18 -0.1000
C 1.02 4.64 -3.62 0.2144
C 0.19 3.63 -3.12 -0.1122
C 0.67 2.73 -2.20 0.1092
C 2.01 2.79 -1.72 0.0227
C 2.43 1.84 -0.79 0.2805
H 2.99 5.51 -3.55 -0.0021
H 0.64 5.35 -4.34 0.0194
H -0.84 3.55 -3.46 -0.0046
H 0.04 1.94 -1.79 0.0922
H 1.71 1.10 -0.46 0.2689
H 3.43 1.83 -0.39 0.0030
C -1.60 -0.32 -3.01 0.0003
C -1.42 -0.97 -1.63 0.0015
C -2.78 -1.12 -0.95 -0.0001
C -0.79 -2.35 -1.80 0.0003
O -0.59 -0.11 -0.88 0.0235
H -2.28 -0.91 -3.63 0.0001
H -0.64 -0.24 -3.52 -0.0008
H -2.02 0.68 -2.89 -0.0001
H -3.47 -1.72 -1.55 -0.0001
H -3.23 -0.13 -0.80 -0.0001
H -2.66 -1.61 0.01 0.0001
H -1.41 -2.99 -2.44 -0.0001
H -0.68 -2.84 -0.83 0.0002
H 0.21 -2.26 -2.25 -0.0002
```